# 1
The following is a quantum chemistry calculation of a 10-piece molecular cluster, C40H70N10 overall, from the Open Molecules 2025 dataset.

Structure (ORCA input):
```
! RIJCOSX wB97M-V def2-TZVPD def2/J DEFGRID3
* xyz 0 1
C 21.816 -5.522 10.898
C 23.164 -5.053 10.377
C 24.246 -5.035 11.466
C 23.831 -4.252 12.661
N 23.446 -3.699 13.588
H 21.319 -4.736 11.464
H 21.933 -6.486 11.389
H 21.175 -5.653 10.022
H 23.183 -4.074 9.897
H 23.601 -5.775 9.680
H 25.131 -4.577 11.021
H 24.507 -6.056 11.744
C 16.111 -8.373 8.419
C 15.406 -7.165 9.106
C 16.041 -5.774 8.897
C 17.474 -5.727 9.163
N 18.587 -5.696 9.430
H 17.174 -8.152 8.503
H 15.757 -8.331 7.390
H 15.778 -9.265 8.933
H 15.361 -7.358 10.182
H 14.360 -7.078 8.807
H 15.533 -5.067 9.550
H 15.948 -5.496 7.843
C 22.159 -11.275 8.872
C 22.739 -9.937 9.323
C 22.267 -9.532 10.719
C 20.819 -9.491 10.929
N 19.685 -9.452 11.100
H 22.289 -11.377 7.790
H 21.093 -11.293 9.089
H 22.733 -12.139 9.209
H 22.520 -9.076 8.686
H 23.825 -10.047 9.336
H 22.531 -8.501 10.969
H 22.629 -10.331 11.374
C 19.532 -6.797 13.933
C 18.180 -6.068 14.006
C 16.977 -6.867 13.444
C 16.690 -8.081 14.189
N 16.486 -9.062 14.748
H 19.446 -7.804 14.349
H 20.227 -6.286 14.594
H 19.822 -6.915 12.890
H 18.175 -5.084 13.542
H 17.978 -5.924 15.072
H 17.203 -7.017 12.388
H 16.089 -6.237 13.529
C 26.514 -10.386 6.494
C 25.083 -10.323 5.953
C 24.595 -8.972 5.490
C 24.483 -7.933 6.552
N 24.462 -7.166 7.405
H 27.228 -10.290 5.676
H 26.654 -11.368 6.946
H 26.671 -9.640 7.273
H 24.438 -10.742 6.731
H 24.978 -11.016 5.116
H 23.650 -9.002 4.943
H 25.241 -8.591 4.691
C 26.833 -8.339 10.283
C 27.362 -8.603 11.680
C 28.412 -9.711 11.803
C 29.597 -9.428 10.952
N 30.541 -9.264 10.319
H 26.327 -7.363 10.328
H 26.160 -9.020 9.773
H 27.635 -7.962 9.638
H 26.525 -8.853 12.342
H 27.686 -7.669 12.142
H 28.013 -10.677 11.507
H 28.848 -9.669 12.803
C 22.936 -2.219 16.473
C 22.331 -2.236 17.902
C 23.114 -3.155 18.835
C 24.558 -2.878 18.925
N 25.672 -2.608 18.920
H 23.929 -1.782 16.548
H 22.313 -1.632 15.801
H 22.914 -3.233 16.077
H 21.282 -2.521 17.876
H 22.411 -1.180 18.183
H 22.961 -4.115 18.329
H 22.675 -3.240 19.826
C 31.154 -5.390 9.755
C 31.242 -4.081 10.536
C 30.092 -3.882 11.556
C 28.795 -4.197 11.007
N 27.783 -4.509 10.571
H 31.273 -6.211 10.472
H 32.076 -5.510 9.185
H 30.214 -5.534 9.233
H 31.248 -3.190 9.898
H 32.243 -4.010 10.968
H 30.118 -2.825 11.829
H 30.364 -4.481 12.426
C 18.769 -6.094 4.576
C 19.723 -5.564 5.643
C 20.152 -6.690 6.570
C 20.655 -7.922 5.953
N 21.052 -8.888 5.474
H 18.027 -6.763 5.029
H 19.260 -6.787 3.889
H 18.260 -5.345 3.972
H 19.370 -4.731 6.251
H 20.578 -5.133 5.112
H 19.317 -7.037 7.184
H 20.916 -6.344 7.271
C 19.204 -2.425 10.189
C 20.127 -2.365 8.980
C 19.479 -1.734 7.721
C 19.536 -0.285 7.689
N 19.609 0.862 7.664
H 19.624 -3.065 10.960
H 18.213 -2.789 9.907
H 18.969 -1.424 10.562
H 20.261 -3.387 8.614
H 21.078 -1.904 9.230
H 18.430 -2.007 7.564
H 19.953 -2.097 6.805
*
```

Results
Max |F| (hartree/bohr): 0.04658
HOMO (eV): -11.14
SMILES: CCCC#N.CCCC#N.CCCC#N.CCCC#N.CCCC#N.CCCC#N.CCCC#N.CCCC#N.CCCC#N.CCCC#N
LUMO (Ha): 0.0057

Here are the Löwdin charges for atoms 1 to 8, given in e: atom 1 (C): -0.1080, atom 2 (C): -0.2546, atom 3 (C): -0.1909, atom 4 (C): -0.1978, atom 5 (N): 0.1619, atom 6 (H): 0.0645, atom 7 (H): 0.0554, atom 8 (H): 0.0371


# 2
The following is a quantum chemistry calculation of a 4-piece molecular cluster, C22H45BrNO12P overall, from the Open Molecules 2025 dataset.

Structure (ORCA input):
```
! RIJCOSX wB97M-V def2-TZVPD def2/J DEFGRID3
* xyz 0 1
N 4.145 0.523 6.129
P 3.455 1.260 4.921
C 1.697 0.854 4.818
C 0.691 1.493 5.374
Br 0.707 3.025 6.394
C -0.533 0.694 5.045
O -1.600 0.887 5.556
O -0.222 -0.261 4.150
C 1.172 -0.328 4.106
O 1.778 -1.215 3.610
H 3.490 -0.064 6.621
H 3.546 2.654 5.093
H 4.037 0.904 3.691
C -7.043 2.761 -0.175
O -5.995 1.824 -0.091
C -4.958 2.091 -1.018
C -3.656 1.474 -0.562
O -2.991 2.225 0.443
C -3.519 2.156 1.761
C -3.238 0.851 2.468
O -4.148 -0.153 2.053
C -3.660 -1.448 2.316
H -7.507 2.750 -1.169
H -7.791 2.489 0.566
H -6.681 3.773 0.046
H -4.822 3.173 -1.135
H -5.242 1.659 -1.988
H -2.974 1.479 -1.414
H -3.792 0.435 -0.259
H -4.584 2.389 1.773
H -3.002 2.946 2.310
H -3.353 0.991 3.551
H -2.209 0.538 2.252
H -2.722 -1.630 1.778
H -4.406 -2.160 1.968
H -3.497 -1.599 3.390
C 1.889 -6.214 3.675
O 2.538 -5.675 2.548
C 2.728 -4.273 2.659
C 3.870 -3.816 1.781
O 5.155 -4.059 2.332
C 5.635 -5.395 2.295
C 6.076 -5.853 0.923
O 4.962 -6.233 0.135
C 5.258 -6.229 -1.242
H 0.892 -5.775 3.807
H 1.785 -7.286 3.516
H 2.481 -6.050 4.583
H 2.939 -3.995 3.698
H 1.804 -3.775 2.337
H 3.801 -2.730 1.698
H 3.783 -4.230 0.775
H 4.911 -6.088 2.727
H 6.516 -5.393 2.939
H 6.738 -6.724 1.030
H 6.627 -5.041 0.434
H 5.552 -5.227 -1.576
H 4.357 -6.524 -1.775
H 6.059 -6.940 -1.476
C -0.996 4.518 -8.368
O -1.292 3.956 -7.111
C -1.024 2.565 -7.068
C -0.802 2.103 -5.645
O 0.491 2.397 -5.140
C 0.751 3.742 -4.765
C 0.087 4.158 -3.472
O -1.275 4.480 -3.688
C -2.028 4.426 -2.498
H -1.602 4.062 -9.159
H -1.223 5.581 -8.316
H 0.067 4.399 -8.609
H -0.135 2.329 -7.665
H -1.889 2.032 -7.488
H -0.863 1.013 -5.643
H -1.584 2.478 -4.983
H 0.506 4.433 -5.573
H 1.831 3.785 -4.609
H 0.595 5.047 -3.075
H 0.172 3.341 -2.746
H -2.005 3.418 -2.069
H -3.058 4.678 -2.742
H -1.651 5.145 -1.761
*
```

Results
Max |F| (hartree/bohr): 0.05470
HOMO (eV): -9.10
SMILES: N=[PH2]C1=C(Br)C(=O)OC1=O.COCCOCCOC.COCCOCCOC.COCCOCCOC
LUMO (Ha): -0.0651

Here are the Löwdin charges for atoms 1 to 8, given in e: atom 1 (N): -0.2962, atom 2 (P): 0.7302, atom 3 (C): -0.3002, atom 4 (C): -0.6206, atom 5 (Br): 0.8988, atom 6 (C): -0.4757, atom 7 (O): 0.1564, atom 8 (O): 0.1589


# 3
The following is a quantum chemistry calculation of one molecule with the formula C3H4N2O, from the Open Molecules 2025 dataset.

Structure (ORCA input):
```
! RIJCOSX wB97M-V def2-TZVPD def2/J DEFGRID3
* xyz 0 1
O 0.440 -1.700 -1.029
C -0.070 -0.706 -0.237
C -1.049 0.312 -0.592
C -0.705 1.276 0.414
N 0.381 0.999 1.137
N 0.837 -0.152 0.708
H -0.016 -1.625 -1.879
H -0.985 -1.041 0.386
H -1.212 2.213 0.609
H 1.586 -0.614 1.201
*
```

Results
Max |F| (hartree/bohr): 0.00659
HOMO (eV): -9.10
LUMO (Ha): -0.0056

Here are the Löwdin charges for atoms 1 to 8, given in e: atom 1 (O): 0.0331, atom 2 (C): -0.5185, atom 3 (C): 0.0502, atom 4 (C): -0.2015, atom 5 (N): 0.0610, atom 6 (N): 0.0292, atom 7 (H): 0.1103, atom 8 (H): 0.1935


- HOMO of number 3 (C3H4N2O)?
  -9.10 eV


- Which formula does entry 2 have?
  C22H45BrNO12P


- Which of these has the lowest HOMO?
  C40H70N10